The following is a DFT calculation (wB97M-V/def2-TZVPD) of a cluster of 11 separate species, C35H73N3O22S8 in total.

The calculation puts the HOMO-LUMO gap at 9.13 eV. The value obtained for the energy above the lowest of the compared OMol25 structures with the same formula, charge and spin is 75.26 kcal/mol. The value obtained for the total energy is -6381.877700 hartree. The LUMO energy is -0.2 eV.

Geometry as XYZ:
```
141
C35H73N3O22S8, DFT wB97M-V/def2-TZVPD
S -4.584 3.821 1.091
S -0.400 -3.585 2.840
S -5.033 -1.441 0.698
S 1.077 3.372 3.723
S -7.131 0.909 -3.183
S 5.403 0.384 -1.297
S 1.157 0.625 -0.551
S 5.151 -6.206 -1.691
O -5.744 3.006 1.433
O 4.978 -0.996 -1.295
O -8.058 -0.053 -2.651
O -1.515 -2.759 2.321
O -7.546 2.157 -3.966
O 2.018 0.482 0.664
O -4.478 4.356 -0.305
O -0.341 -3.391 -3.660
O -0.534 -4.941 -5.214
O -3.710 -0.824 0.574
O 5.266 4.640 -1.503
O 4.654 1.345 -2.100
O 0.209 2.235 -4.503
O 4.891 4.809 -3.726
O 0.204 2.538 2.851
O 5.940 -5.216 -2.393
O -0.288 -4.965 2.341
O 5.872 -7.275 -1.098
O 1.230 1.912 -1.201
O 0.991 4.009 -5.399
O 0.820 3.239 5.194
O -5.764 -1.790 -0.522
N 4.574 4.724 -2.505
N -0.755 -4.460 -4.119
N 1.144 2.918 -4.847
C 2.625 -5.451 -1.767
C 4.097 -7.044 -2.979
C -4.426 5.343 2.294
C -5.381 -2.113 3.274
C 2.694 -6.780 -2.522
C -1.849 -5.155 -3.358
C -6.039 -0.265 1.819
C 2.426 5.116 2.050
C 5.434 0.983 0.482
C -3.139 3.464 3.254
C -3.038 3.120 1.826
C 3.118 4.976 -2.282
C -0.610 0.270 -0.064
C 0.449 -1.894 -1.024
C -6.581 -1.101 2.895
C 1.140 -2.681 2.575
C 2.891 3.695 1.953
C 2.801 3.002 3.267
C 0.585 -2.188 4.941
C 7.243 0.504 -1.442
C -4.655 0.925 -3.991
C -3.634 4.881 3.563
C -0.873 -1.167 -0.605
C -4.545 1.344 -2.573
C 2.487 2.394 -4.417
C -0.380 -3.314 4.748
C -5.050 -2.856 2.042
C -5.956 1.413 -1.863
C 3.688 -5.584 -0.725
C -5.860 0.064 -4.207
C 1.182 5.096 3.011
C 7.831 0.764 -0.027
C 1.399 -0.818 -1.640
C 1.706 -2.404 4.009
C 6.807 1.571 0.782
H -3.964 2.813 3.544
H 0.294 5.267 2.402
H -2.245 -4.333 -2.762
H 2.154 -6.775 -3.469
H -2.605 -5.536 -4.045
H -7.533 -1.568 2.642
H 2.724 1.355 -4.648
H 2.444 -1.119 -1.715
H 4.052 -4.667 -0.261
H 8.765 1.319 0.059
H 0.387 -2.766 -1.676
H -5.643 -0.848 -3.651
H -1.339 -3.240 5.261
H 2.260 -3.325 4.191
H 0.715 -1.772 2.149
H -5.719 -3.652 1.713
H 3.887 3.623 1.517
H 4.417 -8.079 -3.101
H -3.735 0.365 -4.160
H -2.911 2.051 1.656
H 5.306 0.060 1.048
H -0.990 0.421 0.946
H -7.091 -0.671 3.757
H 2.033 5.376 1.067
H 2.942 -4.699 -2.489
H 2.332 -7.611 -1.915
H 7.491 -0.353 -2.067
H -1.293 -5.799 -2.678
H -5.234 0.372 2.184
H -6.156 -0.092 -5.244
H 1.627 -5.140 -1.458
H -6.735 0.343 1.240
H -4.347 4.687 4.364
H -4.710 1.774 -4.672
H 4.568 1.577 0.773
H 3.142 5.791 2.518
H -1.318 -1.823 0.144
H -2.316 3.807 1.385
H -6.216 2.316 -1.312
H 2.174 3.151 1.337
H 3.497 -6.324 0.053
H 1.665 -3.323 1.869
H 6.885 1.736 1.856
H 4.291 -6.442 -3.867
H -5.704 -2.620 4.183
H 1.169 5.777 3.862
H 2.353 2.346 -3.336
H -5.470 5.565 2.516
H -3.887 0.637 -2.067
H 2.495 4.908 -3.174
H -2.864 5.546 3.953
H 3.092 6.008 -1.934
H 2.930 1.922 3.335
H -1.175 0.943 -0.709
H 1.089 -2.298 -0.239
H 1.204 -0.574 -2.684
H 3.400 3.522 4.016
H -3.973 6.157 1.728
H -4.018 -3.203 2.086
H 7.459 1.434 -1.970
H -6.202 0.637 -1.138
H 0.054 -4.204 5.203
H 0.063 -1.252 4.744
H 2.695 4.272 -1.564
H -1.600 -1.174 -1.417
H 1.020 -2.005 5.924
H -4.035 2.299 -2.445
H 3.205 3.108 -4.820
H -4.432 -1.648 3.540
H 2.279 -1.480 3.925
H 8.026 -0.228 0.380
H -2.282 3.031 3.769
H 6.868 2.634 0.551
```

The following is a DFT calculation (wB97M-V/def2-TZVPD) of a cluster of 8 separate species, C35H74F3N4O11PS8 in total.

The calculation puts the HOMO-LUMO gap at 7.48 eV. The value obtained for the total energy is -6250.324084 hartree. The LUMO energy is -0.5 eV.

Geometry as XYZ:
```
136
C35H74F3N4O11PS8, DFT wB97M-V/def2-TZVPD
S 0.583 8.179 -2.719
S 2.403 2.400 -10.216
S -7.107 3.316 8.015
S 3.119 -5.057 3.954
S 6.307 2.982 0.027
S -6.956 -2.554 1.269
S -6.508 -0.983 5.474
S 6.037 -7.008 2.352
P 0.063 -0.963 1.901
F 4.960 4.914 -2.940
F 2.617 4.460 -2.771
F 3.502 5.012 -4.915
O 3.573 -0.117 -1.617
O 6.241 -7.707 3.664
O -5.849 -1.735 0.672
O -5.898 2.428 8.038
O -0.086 -2.187 2.889
O -0.613 8.273 -1.817
O -7.457 -2.083 5.098
O -1.114 -0.958 0.591
O -0.110 0.611 2.685
O 4.226 -4.238 3.357
O 1.652 1.137 -9.915
N 0.997 -0.222 -5.278
N 2.939 -2.758 -2.729
N 2.336 -0.570 -5.200
N 3.446 2.281 -0.854
C -8.135 -1.407 2.022
C 1.945 0.529 0.345
C -5.610 -1.521 6.950
C 2.283 -4.085 -2.561
C 1.826 -0.936 1.070
C 0.624 -0.031 -6.609
C -2.481 -1.161 1.096
C 7.596 -6.198 1.919
C 3.801 4.264 -3.638
C 2.853 1.781 -4.404
C -7.816 3.313 9.680
C 3.073 0.152 -4.094
C 2.785 3.196 -8.637
C 6.112 -8.262 1.050
C -7.470 0.306 6.301
C -6.525 5.028 8.065
C 0.325 -1.870 -2.137
C 4.148 2.702 -4.003
C 0.696 6.468 -3.296
C 3.327 0.788 -0.491
C -0.417 1.223 -6.976
C 4.107 1.939 -10.609
C -0.345 -3.346 -1.966
C 3.730 -5.745 5.512
C 0.781 -4.504 -2.185
C 1.940 -3.910 4.707
C -6.345 -3.242 2.826
C 2.458 -0.171 -2.571
C 1.882 -1.743 -2.476
C 1.141 -1.035 -7.822
C -0.575 0.462 4.073
C 0.114 8.884 -4.318
C 4.680 2.681 -0.378
C -3.388 0.243 1.043
C -0.695 2.014 4.684
H -8.627 4.043 9.732
H 3.275 2.484 -7.969
H 0.331 -1.071 -8.699
H 0.488 -5.638 -2.070
H 1.458 -3.336 3.912
H 2.673 1.950 -5.572
H -0.262 6.152 -3.717
H 4.515 -6.470 5.287
H 8.417 -6.918 1.968
H -6.794 1.069 6.696
H -4.218 0.173 0.188
H -1.647 -0.056 4.061
H 0.965 0.661 -0.321
H 1.182 -4.474 5.255
H -1.214 0.896 -7.802
H 4.515 1.305 -9.819
H 1.900 1.373 1.187
H 4.109 1.388 -11.553
H -8.617 -0.833 1.227
H -2.646 1.100 0.713
H 2.491 -1.602 -5.193
H 1.618 0.629 -2.413
H 1.851 3.535 -8.184
H -7.378 5.702 8.170
H -7.163 -3.745 3.349
H 6.088 -7.776 0.073
H 4.227 -0.024 -4.166
H 1.482 6.389 -4.049
H 7.025 -8.854 1.153
H -6.315 -1.843 7.720
H -8.060 -0.129 7.111
H 7.523 -5.780 0.912
H -8.893 -1.971 2.570
H 3.029 -5.002 -2.743
H 3.435 4.057 -8.810
H -8.140 0.763 5.569
H -0.807 8.418 -4.676
H -7.614 -0.724 2.696
H -0.342 -0.910 -2.007
H 4.219 0.602 0.281
H 2.584 -1.071 1.959
H 0.388 2.453 4.853
H 1.911 2.225 -3.870
H -1.008 1.432 -5.964
H -8.213 2.317 9.886
H 0.206 -0.130 4.727
H 0.920 8.724 -5.037
H 1.883 -1.850 0.336
H -4.996 -0.698 7.323
H -3.876 0.454 2.100
H 5.244 -8.918 1.150
H -2.541 -1.679 2.146
H 0.945 5.831 -2.445
H -5.834 5.164 8.900
H 2.461 -3.227 5.382
H 4.786 2.204 -3.151
H -7.045 3.556 10.415
H 2.205 -0.720 -8.258
H 4.714 2.841 -10.718
H 4.140 -4.948 6.136
H 7.778 -5.392 2.633
H -5.560 -3.967 2.602
H -6.007 5.246 7.128
H -1.457 -3.578 -1.684
H 1.158 -2.127 -7.372
H 0.151 2.207 -7.258
H -3.036 -1.894 0.337
H 2.913 -6.248 6.034
H -0.049 9.957 -4.190
H -1.344 2.039 5.670
H -1.179 2.674 3.815
H 4.851 2.733 -4.968
H -4.964 -2.359 6.677
H -5.935 -2.445 3.451
```

The following is a DFT calculation (wB97M-V/def2-TZVPD) of a cluster of 4 separate species, C35H74NO15P3Si in total.

The calculation puts the HOMO-LUMO gap at 9.96 eV. The value obtained for the total energy is -3875.136299 hartree. The LUMO energy is 0.6 eV.

Geometry as XYZ:
```
129
C35H74NO15P3Si, DFT wB97M-V/def2-TZVPD
P 5.964 -10.032 -1.281
P 4.261 -2.091 -1.102
P -3.211 6.760 4.922
Si -0.476 2.875 -1.282
O 4.579 -1.517 -2.578
O 5.460 -1.782 -0.304
O -8.531 2.258 -0.932
O -3.844 5.274 4.795
O 7.345 -10.419 -0.530
O -2.256 6.596 6.212
O -1.956 6.603 3.956
O 5.676 -11.393 -2.052
O -7.437 2.885 -2.822
O -4.278 7.682 5.347
O 6.513 -9.362 -2.643
O -6.762 3.606 -0.798
O 2.719 -1.742 -1.289
O 4.225 -3.684 -1.376
O 5.328 -8.928 -0.539
N -9.000 1.086 -1.563
C -1.748 1.793 -0.403
C 1.661 -2.422 -0.611
C -5.111 6.369 -1.417
C -0.754 3.003 -3.131
C -3.493 5.761 -3.326
C -7.563 2.902 -1.626
C -5.196 5.067 4.391
C 4.731 -4.619 -0.421
C 6.885 -1.716 -3.312
C 7.347 -7.093 -2.429
C -2.121 5.144 -3.637
C 7.011 -11.546 1.623
C 5.653 -12.677 -1.423
C 5.777 -0.791 -2.851
C 7.481 -10.308 0.887
C -2.060 6.114 2.616
C -6.528 5.875 -1.782
C 6.248 -7.994 -2.950
C -0.477 4.550 -0.405
C -7.138 5.003 -0.698
C -2.477 7.348 7.404
C 1.209 2.078 -0.977
C -4.025 5.408 -1.933
C 3.701 -5.014 0.616
C -3.829 1.600 0.812
C 1.530 -2.002 0.840
C -2.509 -0.353 0.443
C -3.639 0.239 0.984
C -2.902 2.372 0.134
C -2.120 3.604 -3.540
C -3.377 6.599 8.366
C -5.361 5.004 2.884
C -2.621 7.154 1.665
C 4.385 -12.914 -0.625
C -1.586 0.424 -0.234
H 7.553 -7.277 -1.374
H 5.274 -7.693 -2.567
H -2.357 -1.415 0.594
H -9.256 1.295 -2.519
H -3.649 7.233 9.211
H -2.918 3.229 -2.897
H -2.873 5.709 8.747
H 6.199 -7.922 -4.038
H 4.192 -12.089 0.064
H -5.499 4.114 4.826
H -0.792 4.347 0.619
H -4.365 -0.337 1.543
H 2.489 -2.068 1.360
H 7.141 -11.416 2.698
H -2.620 5.179 2.585
H -1.498 7.499 7.860
H 1.760 -3.502 -0.722
H 5.706 -13.401 -2.235
H 7.069 -6.044 -2.547
H -1.912 5.393 -4.681
H 8.544 -10.155 1.078
H 3.362 -4.145 1.184
H -6.849 5.348 0.293
H 8.279 -7.267 -2.968
H 7.830 -1.175 -3.389
H -0.712 -0.082 -0.632
H -8.229 5.067 -0.743
H -4.772 4.190 2.458
H 1.346 2.056 0.108
H 7.579 -12.424 1.315
H 0.557 4.897 -0.392
H 5.955 -11.741 1.428
H 1.194 -0.967 0.907
H -1.917 7.975 1.534
H -5.052 6.356 -0.323
H -4.291 6.266 7.874
H 5.535 -0.083 -3.646
H -4.488 4.420 -1.991
H 6.084 -0.208 -1.984
H 6.552 -12.828 -0.826
H -1.145 5.250 -0.897
H 5.629 -4.241 0.071
H -5.852 5.831 4.810
H -0.566 2.060 -3.649
H -7.182 6.744 -1.896
H -3.434 6.847 -3.435
H -4.190 5.401 -4.089
H 0.811 -2.639 1.355
H 4.467 -13.836 -0.049
H -8.286 0.373 -1.504
H 5.027 -5.505 -0.985
H -3.218 5.343 -1.201
H -1.331 5.607 -3.043
H 6.647 -2.141 -4.288
H -6.409 4.835 2.629
H -4.705 2.070 1.243
H 2.828 -5.471 0.147
H 1.264 1.058 -1.354
H -1.045 5.868 2.307
H -4.949 7.403 -1.725
H -2.338 3.253 -4.552
H -2.821 6.709 0.690
H 0.749 -2.151 -1.146
H -3.082 3.438 0.049
H -2.879 8.333 7.173
H 0.017 3.686 -3.515
H 1.968 2.723 -1.422
H 7.018 -2.549 -2.621
H -6.469 5.363 -2.743
H -3.551 7.581 2.051
H 4.127 -5.735 1.314
H 6.960 -9.425 1.261
H 3.523 -12.993 -1.288
H -5.039 5.936 2.415
```

Which of these has the highest LUMO?
C35H74NO15P3Si

The highest LUMO belongs to which entry?
C35H74NO15P3Si

Among the records above, which one has the lowest LUMO?
C35H74F3N4O11PS8

Number 2 is which compound?
C35H74F3N4O11PS8